{
  "formula": "C5H9NS",
  "method": "the ωB97M-V functional and the def2-TZVPD basis",
  "elements": ["C", "C", "C", "S", "C", "C", "N", "H", "H", "H", "H", "H", "H", "H", "H", "H"],
  "xyz": [[0.49150, -1.44219, 0.61097], [0.51269, 0.05875, 0.47697], [1.24438, 0.50703, -0.67889], [-0.12314, 0.60451, -2.23171], [-1.50739, 0.05531, -0.83169], [-0.78197, 0.80816, 0.30746], [-0.41492, 0.56011, 1.62755], [-0.44264, -1.85208, 0.95959], [0.85047, -1.83152, -0.53910], [1.33747, -1.62864, 1.42063], [1.63532, 1.50168, -0.39184], [2.03600, -0.20026, -1.17851], [-2.42283, 0.70577, -1.04865], [-1.56157, -1.01508, -0.71570], [-0.78873, 1.90598, -0.04873], [-0.06464, 1.26246, 2.26166]],
  "nbo_charge": [-0.61, -0.05, -0.43, -0.02, -0.45, -0.05, -0.56, 0.22, 0.20, 0.23, 0.23, 0.24, 0.24, 0.22, 0.20, 0.39],
  "e_homo_ev": -8.4631,
  "charge": 0,
  "orbital_gap_ev": 9.1,
  "smiles": "C[C@]12CSC[C@H]1N2",
  "e_lumo_ev": 0.663,
  "mol_weight_g_mol": 115.20
}

=====

{
  "formula": "C2H2N4",
  "method": "the ωB97M-V functional and the def2-TZVPD basis",
  "elements": ["C", "N", "N", "N", "C", "N", "H", "H"],
  "xyz": [[0.73808, 0.22255, -0.69111], [0.60540, -0.30855, -1.78706], [-1.35326, -1.61487, 0.33901], [-0.98937, -0.66209, 0.86465], [-0.33161, 0.39650, 1.22009], [0.84650, 0.61772, 0.46703], [1.06109, 0.29080, -2.45135], [-0.61048, 1.01569, 2.05021]],
  "nbo_charge": [0.68, -0.71, 0.00, 0.00, -0.09, -0.52, 0.40, 0.23],
  "e_homo_ev": -8.0665,
  "charge": 0,
  "orbital_gap_ev": 8.5,
  "e_lumo_ev": 0.436,
  "mol_weight_g_mol": 82.07
}

=====

{
  "formula": "C31H54ClGe2I2RuSi2Te",
  "method": "the ωB97M-V functional and the def2-TZVPD basis",
  "elements": ["Ru", "C", "C", "Ge", "C", "C", "C", "C", "Ge", "C", "C", "C", "C", "C", "C", "C", "C", "C", "C", "H", "H", "H", "H", "H", "H", "H", "H", "H", "H", "H", "H", "H", "H", "H", "H", "H", "H", "H", "H", "H", "H", "H", "H", "H", "H", "Cl", "C", "C", "C", "C", "C", "C", "C", "H", "H", "H", "H", "H", "H", "I", "I", "C", "Si", "C", "C", "C", "Te", "C", "Si", "C", "C", "C", "H", "H", "H", "H", "H", "H", "H", "H", "H", "H", "H", "H", "H", "H", "H", "H", "H", "H", "H", "H", "H", "H"],
  "xyz": [[-0.25857, 0.61143, 0.75988], [2.20173, 4.19793, -2.13006], [1.83326, 2.77590, -1.67404], [0.63617, 2.79522, -0.14288], [1.56199, 2.97789, 1.60630], [1.84127, 4.46008, 1.92529], [-0.54250, 4.36348, -0.32561], [-1.88394, 4.09165, -0.10681], [-2.14042, 2.13068, 0.16345], [-2.85508, 1.31504, -1.46331], [-4.36139, 1.43850, -1.73973], [-2.49449, 1.92649, 2.09661], [-3.89265, 1.43316, 2.49351], [-2.89888, 5.08022, -0.03928], [-4.28325, 4.70668, 0.08645], [-5.25554, 5.65482, 0.11982], [-4.89478, 7.02473, 0.05387], [-3.54933, 7.42861, -0.05095], [-2.56819, 6.48655, -0.08932], [2.90363, 4.15205, -2.96243], [2.68293, 4.77661, -1.33719], [1.32826, 4.75358, -2.48037], [2.71928, 2.21023, -1.37910], [1.33172, 2.22315, -2.46936], [2.49123, 2.40744, 1.54733], [0.94309, 2.53654, 2.38663], [2.44442, 4.93164, 1.14686], [2.39290, 4.55024, 2.86101], [0.91729, 5.03246, 2.03368], [-0.18325, 5.35480, -0.61848], [-2.53090, 0.27908, -1.44755], [-2.27484, 1.83755, -2.22780], [-4.95833, 0.90879, -0.99474], [-4.60060, 1.01383, -2.71583], [-4.68771, 2.48072, -1.76354], [-2.28896, 2.93148, 2.46380], [-1.73321, 1.26676, 2.52540], [-4.67622, 2.07835, 2.09092], [-3.99716, 1.43607, 3.58027], [-4.08600, 0.41765, 2.15061], [-4.55031, 3.66099, 0.14747], [-6.29791, 5.37321, 0.20216], [-5.67294, 7.77879, 0.09361], [-3.29995, 8.48098, -0.10097], [-1.53268, 6.79521, -0.16534], [2.27030, -4.33978, 4.34483], [2.01130, -3.26307, 3.03956], [2.09865, -3.68979, 1.77326], [1.90709, -2.77129, 0.63230], [1.64148, -1.32205, 0.95084], [1.58062, -0.31238, -0.04891], [1.63098, -0.95892, 2.32903], [1.77573, -1.87707, 3.33777], [2.36894, -4.71838, 1.56672], [2.77952, -2.79862, -0.03235], [1.58644, -0.63014, -1.08371], [2.21339, 0.55100, 0.12767], [1.56818, 0.08924, 2.58961], [1.77162, -1.56288, 4.37542], [-1.78448, -1.60618, 0.96780], [-4.41650, -2.04680, 0.48258], [-2.07688, -7.31296, 1.20296], [-0.58048, -6.25684, 1.40053], [-0.73578, -5.17443, 2.90107], [0.96312, -7.27460, 1.32523], [-0.67302, -5.18004, -0.19642], [0.61311, -3.68326, -0.94948], [2.07629, -5.02695, -1.64170], [3.82416, -4.34712, -2.09616], [4.38502, -5.26622, -3.58361], [3.63860, -2.51647, -2.50180], [4.88578, -4.62707, -0.60329], [-2.13251, -8.02304, 2.03717], [-2.05245, -7.89745, 0.27807], [-2.99557, -6.71879, 1.21405], [-0.21678, -5.62744, 3.75674], [-1.79326, -5.08009, 3.17773], [-0.32441, -4.17391, 2.75983], [1.03383, -7.90028, 2.22301], [1.88892, -6.69895, 1.26639], [0.92075, -7.95157, 0.46555], [-1.66532, -4.71802, -0.24291], [-0.60654, -5.89325, -1.02808], [1.60861, -5.44311, -2.54218], [2.12120, -5.82940, -0.90021], [3.80836, -4.98134, -4.46848], [4.30582, -6.35101, -3.45273], [5.43855, -5.03330, -3.77693], [2.59834, -2.22134, -2.65649], [4.15258, -2.30611, -3.44508], [4.08545, -1.85502, -1.74840], [4.65564, -5.58982, -0.13010], [4.79832, -3.83909, 0.15357], [5.94048, -4.66518, -0.90372]],
  "lowdin_spin": [2.18, 0.00, 0.02, 0.08, 0.07, 0.02, 0.30, 0.07, 0.02, 0.00, 0.00, 0.04, 0.01, 0.14, 0.07, 0.03, 0.21, 0.01, 0.09, 0.00, 0.00, 0.00, 0.00, 0.00, 0.00, 0.01, 0.00, 0.00, 0.00, 0.01, 0.00, 0.00, 0.00, 0.00, 0.00, 0.00, 0.01, 0.00, 0.00, 0.00, 0.00, 0.00, 0.01, 0.00, 0.00, -0.02, 0.00, 0.13, 0.02, 0.08, -0.09, 0.00, 0.19, 0.00, 0.02, 0.00, 0.00, 0.00, 0.01, 0.07, 0.06, 0.00, 0.00, 0.00, 0.00, 0.01, 0.08, 0.01, 0.00, 0.00, 0.00, 0.00, 0.00, 0.00, 0.00, 0.00, 0.00, 0.00, 0.00, 0.00, 0.00, 0.00, 0.00, 0.00, 0.00, 0.00, 0.00, 0.00, 0.00, 0.00, 0.00, 0.00, 0.00, 0.00],
  "e_homo_ev": [-14.8711, -16.1775],
  "charge": 3,
  "orbital_gap_ev": [5.3, 5.4],
  "e_lumo_ev": [-9.552, -10.753],
  "spin_multiplicity": 5,
  "mol_weight_g_mol": 1146.10
}

=====

{
  "formula": "C7H11CeO6",
  "method": "the ωB97M-V functional and the def2-TZVPD basis",
  "elements": ["O", "O", "O", "C", "C", "H", "H", "H", "Ce", "C", "H", "C", "H", "O", "C", "O", "O", "C", "C", "H", "H", "H", "H", "H", "H"],
  "xyz": [[-0.64465, -3.55164, 1.14188], [-1.51813, -4.47472, -0.69052], [0.57738, -3.71911, -0.67269], [-0.50104, -3.95159, -0.05143], [-1.30133, -5.59922, -1.54239], [-1.73486, -6.46465, -1.03188], [-0.28057, -5.90313, -1.79698], [-1.75500, -5.33954, -2.50441], [1.60352, -2.59981, 1.32854], [1.40148, 0.52372, 2.43409], [1.27673, 1.18933, 3.28316], [1.68542, 0.43951, 1.05119], [2.68737, 0.70308, 0.69938], [-0.23166, 1.94664, 1.99893], [0.05836, 2.04850, 0.80128], [0.73359, 1.06359, 0.21833], [0.28180, 3.18653, 0.23948], [-0.45164, 3.47304, -0.98263], [-0.62403, 4.96610, -1.06955], [-1.41519, 2.95040, -0.93776], [0.13724, 3.07035, -1.81598], [-1.22757, 5.32096, -0.22434], [-1.14556, 5.22872, -1.99903], [0.34715, 5.47663, -1.04886], [2.04119, 0.01630, 3.17218]],
  "lowdin_spin": [-0.01, 0.00, -0.01, 0.00, 0.00, 0.00, 0.00, 0.00, 1.04, -0.02, 0.00, 0.01, 0.00, 0.00, 0.00, 0.00, 0.00, 0.00, 0.00, 0.00, 0.00, 0.00, 0.00, 0.00, 0.00],
  "e_homo_ev": [-16.5195, -16.5234],
  "charge": 2,
  "orbital_gap_ev": [6.2, 6.7],
  "e_lumo_ev": [-10.290, -9.826],
  "spin_multiplicity": 2,
  "mol_weight_g_mol": 331.27
}

=====

{
  "formula": "C15H21F2N2O3S2V",
  "method": "the ωB97M-V functional and the def2-TZVPD basis",
  "elements": ["V", "C", "N", "C", "C", "O", "C", "O", "C", "C", "O", "N", "C", "C", "H", "H", "H", "H", "H", "H", "H", "H", "H", "H", "H", "H", "H", "H", "H", "H", "S", "C", "C", "C", "C", "C", "C", "S", "H", "H", "H", "H", "F", "C", "F", "H"],
  "xyz": [[0.10170, -0.35553, 0.07212], [-0.41933, 3.05658, 3.46589], [-1.26728, 1.87440, 3.38364], [-2.32761, 1.76484, 4.37031], [-1.07405, 0.98637, 2.40144], [-0.17497, 1.12003, 1.57214], [-1.99168, -0.23784, 2.37287], [-1.73486, -1.06269, 1.24667], [-2.78013, -1.19933, 0.27720], [-2.44412, -0.27036, -0.88792], [-1.67881, 0.67136, -0.60812], [-2.96847, -0.46652, -2.08604], [-2.41630, 0.26061, -3.22897], [-3.71712, -1.67550, -2.39610], [0.14615, 3.04028, 4.39839], [-1.03733, 3.95514, 3.43786], [0.27036, 3.06208, 2.62937], [-1.98494, 2.22468, 5.29557], [-2.56467, 0.72776, 4.59419], [-3.23471, 2.28025, 4.04514], [-3.03739, 0.07363, 2.39439], [-1.79560, -0.83398, 3.26797], [-3.74764, -0.93262, 0.71062], [-2.78367, -2.24146, -0.03214], [-1.78962, 1.06986, -2.86845], [-3.23121, 0.65275, -3.83591], [-1.80273, -0.42301, -3.81946], [-3.02813, -2.51198, -2.54317], [-4.28062, -1.50619, -3.31080], [-4.42910, -1.91281, -1.60812], [1.53094, 0.51590, -1.49580], [1.27235, -0.52746, -2.89425], [1.81266, -0.15021, -4.12612], [1.63468, -0.92816, -5.25624], [0.91095, -2.11392, -5.17255], [0.37384, -2.50260, -3.95808], [0.54056, -1.72115, -2.81332], [-0.16078, -2.25108, -1.28440], [2.37805, 0.77185, -4.18147], [2.06351, -0.61452, -6.19947], [0.77294, -2.73452, -6.04883], [-0.18255, -3.42921, -3.87769], [2.09830, -0.20376, 2.23023], [1.34646, -1.17962, 1.56854], [2.27017, -2.08316, 1.09003], [0.82242, -1.71374, 2.38284]],
  "lowdin_spin": [1.99, 0.00, 0.00, 0.00, 0.00, 0.02, 0.00, 0.01, 0.00, 0.00, 0.01, 0.00, 0.00, 0.00, 0.00, 0.00, 0.00, 0.00, 0.00, 0.00, 0.00, 0.00, 0.00, 0.00, 0.00, 0.00, 0.00, 0.00, 0.00, 0.00, -0.02, 0.01, 0.00, 0.00, 0.00, 0.00, 0.01, 0.00, 0.00, 0.00, 0.00, 0.00, 0.00, -0.03, -0.01, 0.00],
  "e_homo_ev": [-6.9859, -6.9301],
  "charge": 0,
  "orbital_gap_ev": [6.9, 6.9],
  "e_lumo_ev": [-0.062, -0.066],
  "spin_multiplicity": 3,
  "mol_weight_g_mol": 430.42
}

=====

{
  "formula": "C2H3N3O",
  "method": "the ωB97M-V functional and the def2-TZVPD basis",
  "elements": ["O", "C", "C", "N", "N", "N", "H", "H", "H"],
  "xyz": [[0.99572, 1.68823, 0.58969], [0.36198, 0.56321, 0.20560], [0.85298, -0.75704, 0.05832], [-0.17259, -1.52984, -0.27741], [-1.18577, -0.70651, -0.34335], [-0.93111, 0.56891, -0.07769], [0.33938, 2.40308, 0.54812], [1.82565, -1.20307, -0.05077], [-2.08623, -1.02698, -0.65250]],
  "nbo_charge": [-0.65, 0.39, -0.17, -0.21, -0.16, -0.32, 0.49, 0.23, 0.40],
  "e_homo_ev": -9.3984,
  "charge": 0,
  "orbital_gap_ev": 10.4,
  "smiles": "Oc1cn[nH]n1",
  "e_lumo_ev": 0.982,
  "mol_weight_g_mol": 85.07
}